[1]
C11H16N2 | wB97M-V/def2-TZVPD

```
29
Properties=species:S:1:pos:R:3
C 1.29 3.15 0.35
C 0.21 2.42 0.07
C 1.69 1.27 1.30
C -1.86 -0.88 -1.33
C -0.74 -0.49 1.94
C -0.66 -0.54 -0.88
C -0.43 0.16 0.84
C -2.28 -1.35 -2.72
C -0.35 0.08 3.24
C 1.51 -1.62 -0.85
C 0.69 -0.59 -1.60
N 2.23 2.43 1.09
N 0.44 1.23 0.75
H 1.61 4.23 0.05
H -0.77 2.51 -0.56
H 2.35 0.40 1.63
H -2.62 -0.90 -0.50
H -1.25 -1.42 1.90
H -2.05 -0.45 -3.47
H -3.20 -1.77 -2.74
H -1.46 -2.11 -3.07
H -0.42 1.17 3.29
H 0.65 -0.27 3.52
H -1.10 -0.20 3.98
H 0.86 -2.57 -0.73
H 2.46 -1.89 -1.37
H 1.51 -1.35 0.24
H 1.05 0.39 -1.71
H 0.63 -1.01 -2.66
```

**Strongest force on any atom**: 0.139 hartree/bohr
**Energy above the lowest of the compared OMol25 structures with the same formula, charge and spin**: 96.44 kcal per mole
**SMILES**: C/C=C(/C(=C/C)CC)n1ccnc1
**Kohn-Sham gap**: 0.3589 Ha
**Net charge**: 0

***

[2]
C11H16N2O5Pd | wB97M-V/def2-TZVPD

```
35
Properties=species:S:1:pos:R:3
Pd 0.05 0.09 -3.45
O 0.19 3.17 -3.39
C 0.14 2.08 -3.76
C -0.04 -1.94 -3.58
O -0.08 -2.98 -3.09
C 1.65 0.02 -2.23
O 2.68 0.00 -1.73
C -1.58 0.16 -2.26
O -2.62 0.23 -1.81
C 0.06 0.70 -5.91
H -0.84 1.32 -5.92
H 1.01 1.23 -5.90
C -0.01 -0.63 -5.99
H 0.89 -1.25 -6.03
H -0.96 -1.16 -6.06
C 0.16 2.35 2.11
N 0.05 1.17 2.92
C 0.04 1.39 4.35
C -0.03 -0.02 2.24
O -0.02 0.01 1.00
N -0.11 -1.24 2.89
C -0.09 -1.57 4.29
C -0.22 -2.38 2.02
H 0.25 3.23 2.77
H -0.70 2.48 1.46
H 1.02 2.31 1.45
H -0.85 1.00 4.84
H 0.97 1.05 4.84
H 0.02 2.48 4.51
H -1.05 -2.03 4.58
H 0.64 -2.38 4.43
H 0.13 -0.80 5.02
H -1.12 -2.32 1.38
H 0.66 -2.47 1.37
H -0.29 -3.29 2.65
```

**⟨S²⟩**: 2.013
**Strongest force on any atom**: 0.151 hartree/bohr
**Energy above the lowest of the compared OMol25 structures with the same formula, charge and spin**: 11.70 kcal per mole
**Spin multiplicity**: 3
**Kohn-Sham gap (spin up / spin down)**: 0.3212 / 0.1730 Ha
**Net charge**: +2

***

[3]
C11H16N4 | wB97M-V/def2-TZVPD

```
31
Properties=species:S:1:pos:R:3
C 4.36 -0.91 0.46
C 3.60 -1.82 -0.35
C 4.04 0.41 0.56
C 2.47 -1.45 -0.94
C 2.83 0.84 -0.02
C 1.95 -0.10 -0.69
C -3.12 -1.26 0.13
C 0.03 1.41 -0.81
C 0.70 0.19 -1.21
C -0.71 1.34 0.56
C -1.84 2.47 0.58
N -1.58 0.24 0.80
N -1.96 -0.54 -0.11
N -3.87 -1.14 1.22
N -3.43 -1.99 -0.91
H 5.20 -1.36 0.89
H 3.92 -2.90 -0.43
H 4.59 0.95 1.31
H 1.74 -2.12 -1.43
H 2.72 1.90 0.05
H 0.68 2.31 -0.81
H -0.79 1.64 -1.55
H 0.19 -0.82 -1.58
H -0.03 1.37 1.43
H -1.32 3.42 0.57
H -2.57 2.57 1.40
H -2.46 2.49 -0.20
H -3.78 -0.70 2.14
H -4.77 -1.62 1.31
H -2.69 -1.99 -1.59
H -4.09 -2.85 -0.79
```

**Strongest force on any atom**: 0.080 hartree/bohr
**Energy above the lowest of the compared OMol25 structures with the same formula, charge and spin**: 58.40 kcal per mole
**Kohn-Sham gap**: 0.2889 Ha
**Net charge**: +2

***

[4]
C11H16N4O3 | wB97M-V/def2-TZVPD

```
34
Properties=species:S:1:pos:R:3
C 0.64 -0.97 -0.37
C 0.00 -1.38 0.97
C 0.61 -1.99 -1.46
C 1.62 -1.38 -2.54
C 2.52 -0.50 -1.69
C 0.06 0.92 1.80
C 0.24 1.47 3.22
C -1.23 1.60 1.25
C -1.97 1.19 0.09
C -2.00 1.71 -1.17
C -2.72 -0.44 -1.04
H 2.30 0.14 0.07
H 0.22 0.03 -0.58
H -0.41 -1.98 -1.84
H 0.96 -2.95 -1.16
H 2.22 -1.98 -3.27
H 1.09 -0.67 -3.14
H 2.61 0.51 -2.14
H 3.60 -0.65 -1.91
H -0.11 -0.92 2.98
H 0.80 1.10 0.99
H -1.85 1.39 2.14
H -1.02 2.68 1.11
H -1.62 2.67 -1.57
H -3.10 -1.40 -1.23
H -2.65 0.59 -2.85
H 1.33 1.46 4.65
N 2.18 -0.80 -0.35
N -0.12 -0.48 1.97
N -2.50 -0.08 0.14
N -2.39 0.54 -1.92
O -0.15 -2.55 1.24
O -0.60 1.98 3.88
O 1.43 1.12 3.73
```

**Strongest force on any atom**: 0.081 hartree/bohr
**Energy above the lowest of the compared OMol25 structures with the same formula, charge and spin**: 81.16 kcal per mole
**SMILES**: O=C(O)[C@H](Cc1c[nH]cn1)NC(=O)[C@@H]1CCCN1
**Kohn-Sham gap**: 0.3455 Ha
**Net charge**: 0

***

[5]
C11H16N4O3 | wB97M-V/def2-TZVPD

```
34
Properties=species:S:1:pos:R:3
C 2.05 -1.19 -0.33
C 0.75 -1.86 0.19
C 2.92 -0.64 0.79
C 3.76 0.39 0.01
C 2.78 0.90 -1.07
C -1.66 -1.75 0.19
C -2.92 -1.71 -0.62
C -1.94 -0.58 1.25
C -1.88 0.84 0.71
C -2.06 2.01 1.32
C -1.59 2.43 -0.77
H 0.92 0.40 -0.58
H 2.68 -1.72 -1.10
H 2.25 -0.29 1.63
H 3.59 -1.38 1.31
H 4.01 1.27 0.67
H 4.61 0.02 -0.41
H 3.34 0.97 -1.98
H 2.44 1.98 -0.87
H -0.25 -1.05 -1.42
H -1.54 -2.79 0.55
H -2.91 -0.76 1.63
H -1.18 -0.63 2.08
H -2.30 2.25 2.40
H -1.46 2.83 -1.78
H -2.21 3.96 0.67
H -3.69 -0.94 -2.06
N 1.63 0.03 -1.15
N -0.43 -1.59 -0.50
N -1.57 1.09 -0.58
N -2.04 3.03 0.41
O 0.67 -2.31 1.29
O -3.98 -2.16 -0.17
O -2.79 -1.03 -1.73
```

**Strongest force on any atom**: 0.094 hartree/bohr
**Energy above the lowest of the compared OMol25 structures with the same formula, charge and spin**: 53.67 kcal per mole
**SMILES**: O=C(O)[C@H](Cc1c[nH]cn1)NC(=O)[C@@H]1CCCN1
**Kohn-Sham gap**: 0.3493 Ha
**Net charge**: 0

***

[6]
C11H16N4O5 | wB97M-V/def2-TZVPD

```
36
Properties=species:S:1:pos:R:3
C 2.02 0.84 0.03
C 0.81 1.61 -0.56
C 2.56 -0.37 -0.90
C 3.51 -1.24 0.01
C 4.75 -0.42 0.21
C -0.73 -0.24 0.45
C -1.35 -1.28 -0.60
C -2.02 0.03 1.42
C -3.33 0.13 0.66
C -4.54 -0.40 0.89
C -4.65 1.02 -0.74
H 1.46 1.59 1.76
H 2.78 0.57 1.88
H 2.75 1.66 -0.28
H 3.02 0.00 -1.88
H 1.75 -0.98 -1.21
H 3.61 -2.20 -0.65
H 3.11 -1.45 1.01
H 5.45 -0.66 -1.66
H -1.22 1.56 -0.52
H 0.24 -0.58 1.00
H -1.94 -0.87 2.01
H -1.81 0.84 2.20
H -4.91 -0.95 1.73
H -5.01 1.73 -1.39
H -6.39 -0.01 -0.05
H -1.19 -1.92 -2.46
N 1.89 0.69 1.50
N -0.36 1.04 -0.34
N -3.34 0.98 -0.41
N -5.39 0.05 -0.07
O 1.01 2.59 -1.33
O 4.94 0.02 1.35
O 5.46 0.01 -0.86
O -2.23 -2.09 -0.41
O -0.68 -1.29 -1.79
```

**Strongest force on any atom**: 0.072 hartree/bohr
**Energy above the lowest of the compared OMol25 structures with the same formula, charge and spin**: 76.99 kcal per mole
**SMILES**: N[C@@H](CCC(=O)O)C(=O)N[C@@H](Cc1c[nH]cn1)C(=O)O
**Kohn-Sham gap**: 0.3390 Ha
**Net charge**: 0